Arrangement A

The following is a quantum chemistry calculation of C26H30N4O4 in the gas phase, from the OMol25 dataset.

The geometry in ORCA input format:
```
! RIJCOSX wB97M-V def2-TZVPD def2/J DEFGRID3
* xyz 0 1
C 1.64452 3.53658 -1.09927
C 2.46786 2.50428 -1.86705
C 1.66782 1.95647 -3.04624
C 3.00593 1.38217 -0.96380
C 1.97034 0.33980 -0.50513
N 0.96166 0.88470 0.35767
C -0.35502 0.81663 0.07786
O -0.80190 0.36026 -0.96329
C -1.18352 1.40587 1.14484
N -0.59438 2.03299 2.20777
C -1.56116 2.53109 2.92029
N -2.76965 2.26200 2.37826
C -2.55935 1.52460 1.24677
C -3.71614 1.21630 0.37133
O -4.53859 2.10041 0.16199
N -3.82407 -0.02395 -0.12859
C -3.00076 -1.14695 0.23832
C -4.85105 -0.29628 -1.12057
C -5.95862 -1.13829 -0.54389
C -6.14471 -2.45577 -0.93865
C -7.15191 -3.22089 -0.37485
C -7.97693 -2.67661 0.59372
C -7.79510 -1.36294 0.99494
C -6.79173 -0.59829 0.42917
C 2.72444 -0.76477 0.22848
O 2.71830 -0.91532 1.42141
O 3.39964 -1.52698 -0.63002
C 4.24477 -2.54349 -0.06965
C 5.55753 -1.95211 0.37029
C 5.85695 -1.80757 1.71751
C 7.05186 -1.22644 2.10601
C 7.95001 -0.77853 1.15273
C 7.65068 -0.91042 -0.19319
C 6.45933 -1.49461 -0.58301
H 2.18031 3.88357 -0.21859
H 0.69237 3.12164 -0.78426
H 1.44338 4.39513 -1.73654
H 3.35420 3.01638 -2.26331
H 1.45006 2.75613 -3.75047
H 0.72156 1.53883 -2.71157
H 2.22946 1.18467 -3.56846
H 3.46601 1.82558 -0.07696
H 3.78230 0.84025 -1.50853
H 1.46188 -0.09375 -1.37164
H 1.23012 1.23157 1.26803
H -1.42894 3.08330 3.82902
H -3.67784 2.57249 2.68682
H -2.48975 -0.95307 1.17886
H -3.63811 -2.02563 0.35485
H -2.25167 -1.33800 -0.53323
H -4.38222 -0.79956 -1.97129
H -5.24502 0.67170 -1.44152
H -5.50290 -2.88388 -1.69605
H -7.29088 -4.24431 -0.69154
H -8.76187 -3.27377 1.03396
H -8.44019 -0.93434 1.74800
H -6.64801 0.42867 0.73123
H 3.72796 -3.00964 0.77466
H 4.38367 -3.26715 -0.87583
H 5.14901 -2.14243 2.46052
H 7.27959 -1.11962 3.15618
H 8.88123 -0.32410 1.45721
H 8.34699 -0.55806 -0.93988
H 6.22027 -1.59651 -1.63178
*
```

Gap between HOMO and LUMO: 9.833 eV
SMILES: CC(C)C[C@H](NC(=O)c1nc[nH]c1C(=O)N(C)Cc1ccccc1)C(=O)OCc1ccccc1

Arrangement B

The following is a quantum chemistry calculation of C26H30N4O4 in the gas phase, from the OMol25 dataset.

The geometry in ORCA input format:
```
! RIJCOSX wB97M-V def2-TZVPD def2/J DEFGRID3
* xyz 0 1
C -2.54309 6.35265 0.30811
C -1.35358 6.77819 1.16131
C -0.61744 5.56967 1.74587
C 0.42934 5.96654 2.80544
C 1.53632 6.86171 2.26087
N -0.00029 4.84746 0.66039
C 0.31598 3.54576 0.61815
C 0.01211 2.66162 1.67567
C 0.29583 1.32267 1.61740
C 0.92222 0.76000 0.50030
C 1.23670 -0.71028 0.35018
C 0.79711 -1.58829 1.52940
C 1.16642 -3.04321 1.27158
N 0.68014 -3.90159 2.19517
O 1.85980 -3.41089 0.34862
N 0.61799 -1.20897 -0.87086
C -0.71009 -1.09849 -1.08946
O -1.44357 -0.36676 -0.45719
C -1.19652 -1.98529 -2.23569
C -0.74870 -3.40408 -2.01959
C 0.15772 -3.97848 -2.87497
C 0.63664 -5.27938 -2.67031
C 0.21304 -6.00450 -1.59506
C -0.71361 -5.45643 -0.68505
C -1.15196 -6.18696 0.43956
C -2.04062 -5.64780 1.32662
C -2.53336 -4.35100 1.12032
C -2.13123 -3.61739 0.03811
C -1.20845 -4.14088 -0.89387
C 1.25110 1.60015 -0.53733
C 0.96791 2.96989 -0.50755
N 1.36261 3.72016 -1.63499
O 1.91798 3.14592 -2.55561
O 1.14813 4.93458 -1.65906
H -3.26439 5.79697 0.90359
H -3.04101 7.22479 -0.10764
H -2.21803 5.71982 -0.51380
H -0.66354 7.36122 0.54981
H -1.69809 7.41084 1.98106
H -1.36182 4.92221 2.22571
H -0.08135 6.47090 3.62785
H 0.87803 5.05221 3.20075
H 2.28704 7.03004 3.02928
H 1.14499 7.82778 1.95446
H 2.02251 6.39581 1.40739
H 0.29870 5.39680 -0.14170
H -0.47227 3.05143 2.55570
H 0.01846 0.70371 2.45513
H 2.31793 -0.83251 0.21323
H 1.28515 -1.26586 2.45079
H -0.28528 -1.51357 1.64966
H 0.00151 -3.61396 2.87719
H 0.80409 -4.88902 2.03978
H 1.10448 -1.98070 -1.30609
H -2.28400 -1.91006 -2.28693
H -0.78146 -1.60091 -3.16921
H 0.51645 -3.41920 -3.72803
H 1.34996 -5.69457 -3.36643
H 0.58470 -7.00379 -1.42036
H -0.76995 -7.18825 0.58385
H -2.37240 -6.21480 2.18480
H -3.24163 -3.93469 1.82245
H -2.52509 -2.62324 -0.10015
H 1.73509 1.21153 -1.42078
*
```

Gap between HOMO and LUMO: 7.658 eV
SMILES: CCC(CC)Nc1ccc([C@@H](CC(N)=O)NC(=O)Cc2cccc3ccccc23)cc1[N+](=O)[O-]

Best to worst by energy: arrangement A, arrangement B.

Arrangement A

The following is a quantum chemistry calculation of 2 unconnected molecules or ions with the total composition C5H12NO2, from the OMol25 dataset.

The geometry in ORCA input format:
```
! RIJCOSX wB97M-V def2-TZVPD def2/J DEFGRID3
* xyz -1 1
C -0.07959 -1.20357 0.49109
C -1.46740 -0.68107 0.11086
C -1.46078 -0.07320 -1.26466
C -1.71730 -0.73241 -2.38660
N 0.93334 -0.15115 0.52722
C 0.76262 0.78149 1.73079
O 1.16000 0.20565 2.87440
H 0.26187 -1.93161 -0.25804
H -0.10197 -1.76480 1.43870
H -1.67337 0.11427 0.81631
H -2.19555 -1.48031 0.18992
H -1.15275 0.96543 -1.34662
H -1.68771 -0.22106 -3.34572
H -2.01555 -1.76976 -2.49729
H 1.83115 -0.58789 0.69638
H 1.37875 1.66946 1.49420
H -0.30244 1.12142 1.72859
H 1.70142 1.75451 -0.42345
H 3.26102 1.79413 -0.02873
O 2.56422 2.19047 -0.54736
*
```

Gap between HOMO and LUMO: 6.365 eV

Arrangement B

The following is a quantum chemistry calculation of a molecular structure, C5H12NO2, from the OMol25 dataset.

The geometry in ORCA input format:
```
! RIJCOSX wB97M-V def2-TZVPD def2/J DEFGRID3
* xyz -1 1
C 0.25779 -0.43481 -1.70802
O -0.30253 -0.87027 -2.85416
C -0.63569 -0.63664 -0.45834
C 0.05604 -0.22946 0.82230
C 0.32869 1.26095 1.19721
C 1.05485 1.47437 2.36928
N 2.35272 0.96325 2.68917
H 0.36456 0.68472 -1.71945
H 1.26340 -0.84835 -1.49322
H -0.90664 -1.69199 -0.48394
H -1.57278 -0.07710 -0.50044
H -0.18316 -0.82630 1.69880
H 1.14679 -0.08390 0.55353
H -0.50580 1.97909 1.23539
H 1.13228 0.37449 2.83563
H 0.82030 2.43402 2.82401
H 2.71906 0.54648 1.83345
H -2.89768 -1.73302 -3.43671
H -1.71233 -1.09913 -2.75382
O -2.77985 -1.18640 -2.65067
*
```

Gap between HOMO and LUMO: 6.137 eV

Best to worst by energy: arrangement A, arrangement B.